137
Properties=species:S:1:pos:R:3:forces:R:3:mulliken_spin:R:1 method="wB97M-V/def2-TZVPD" s2=3.788 energy_ha=-10773.6598 e_homo_ev="-9.643 / -9.654" e_above_lowest_kj_mol=0.0 spin_multiplicity=4 lumo_energy_ev="-2.88 / -3.99" total_charge=+1 gap_ev="6.77 / 5.67"
V -0.0234 0.7440 -0.7125 0.2 0.6 -0.1 2.117
C 1.7389 -3.7074 -2.4907 0.0 0.0 0.0 -0.003
C 0.4427 -3.5354 -1.7715 -0.1 -0.1 0.0 0.014
C -0.3129 -4.5796 -1.3196 0.0 0.3 -0.1 0.000
C -1.5171 -4.3314 -0.6226 0.2 0.0 -0.1 0.000
N -1.8890 -3.1081 -0.3461 -0.3 -0.2 0.3 -0.007
N -1.1638 -2.0834 -0.7773 0.5 -0.2 -0.3 -0.008
B -1.6230 -0.6175 -0.4218 -0.3 -0.4 0.1 -0.195
N -2.0398 -0.6265 1.0948 0.2 0.0 0.6 -0.002
N -3.2631 -1.0109 1.4503 -0.4 -0.1 -0.2 -0.007
C -3.5794 -1.0777 2.7183 0.1 0.0 0.1 -0.003
C -2.6437 -0.7379 3.7199 0.3 0.0 -0.2 0.004
C -1.3801 -0.3559 3.3755 -0.2 -0.1 0.1 0.022
C -0.3577 0.0307 4.3973 0.0 0.0 -0.1 -0.003
C -1.0859 -0.3067 1.9872 -0.3 -0.1 -0.2 0.033
S 0.4650 0.1711 1.4215 0.2 -0.3 1.1 -0.031
C -4.9707 -1.5330 3.1191 -0.2 0.0 -0.1 0.001
C -5.6869 -0.3785 3.8337 0.1 -0.1 -0.1 0.000
C -4.8506 -2.7445 4.0557 0.0 0.1 -0.1 0.000
C -5.7741 -1.9344 1.8873 0.1 0.1 0.1 0.000
N -2.8539 -0.2630 -1.3364 -0.3 0.5 -0.3 0.005
N -3.7454 -1.1901 -1.6547 -0.1 -0.4 0.1 -0.007
C -4.7154 -0.9091 -2.4933 -0.1 0.3 -0.2 -0.002
C -4.8061 0.3625 -3.0943 0.2 0.1 0.2 0.000
C -3.9034 1.3370 -2.7655 -0.1 -0.2 0.0 0.022
C -3.8936 2.6926 -3.3906 0.0 0.0 0.1 -0.003
C -2.9065 0.9866 -1.8244 -0.2 -0.4 -0.1 0.025
S -1.7043 2.1192 -1.3356 -0.5 0.6 -0.1 -0.049
C -5.7155 -2.0182 -2.7885 0.0 -0.2 0.1 0.000
C -6.7837 -1.5983 -3.7984 0.1 0.0 0.1 0.000
C -6.4061 -2.3966 -1.4743 0.1 0.0 -0.1 0.000
C -4.9468 -3.2313 -3.3289 0.0 0.1 0.0 0.000
C -0.0491 -2.2299 -1.5080 -0.4 -0.2 0.3 0.043
S 0.7503 -0.8287 -2.0999 0.5 -0.4 -0.9 -0.041
C -2.4050 -5.4791 -0.1768 -0.1 0.0 0.1 0.000
C -2.8650 -6.2572 -1.4185 0.0 0.1 0.1 0.000
C -3.6283 -4.9388 0.5618 0.1 0.0 -0.1 0.000
C -1.6162 -6.4070 0.7569 0.0 0.1 0.0 0.000
H 2.0079 -4.7580 -2.5708 0.0 0.0 0.0 0.000
H 2.5296 -3.1702 -1.9644 0.0 0.0 0.0 0.001
H 1.6772 -3.2741 -3.4900 0.0 0.0 0.0 0.000
H 0.0165 -5.5965 -1.4862 0.0 0.0 0.0 0.000
H -2.9282 -0.7778 4.7626 0.0 0.0 0.0 0.000
H -0.5278 -0.4980 5.3331 0.0 0.0 0.0 -0.001
H -0.4248 1.1016 4.5983 0.1 0.0 0.0 -0.001
H 0.6439 -0.1810 4.0316 0.0 0.0 0.1 0.001
H -5.1453 -0.0436 4.7192 0.0 0.0 0.0 0.000
H -6.6787 -0.7047 4.1469 0.0 0.0 0.0 0.000
H -5.8045 0.4698 3.1579 0.0 0.0 0.0 0.000
H -4.3814 -2.4865 5.0056 0.0 0.0 0.0 0.000
H -4.2678 -3.5368 3.5833 0.0 0.0 0.0 0.000
H -5.8441 -3.1379 4.2702 0.0 0.0 0.0 0.000
H -5.8678 -1.0920 1.2049 0.0 0.0 -0.1 0.000
H -6.7696 -2.2635 2.1861 0.0 0.0 0.0 0.000
H -5.2721 -2.7491 1.3712 0.0 0.0 -0.1 0.000
H -5.5711 0.5647 -3.8290 0.0 0.0 0.0 0.000
H -4.7894 2.8560 -3.9850 0.0 0.0 0.0 0.000
H -3.0164 2.7897 -4.0339 0.0 0.0 0.0 0.000
H -3.8103 3.4636 -2.6253 -0.1 0.1 0.0 0.001
H -7.3655 -0.7493 -3.4362 0.0 0.0 0.0 0.000
H -7.4735 -2.4292 -3.9418 0.0 0.0 0.0 0.000
H -6.3543 -1.3544 -4.7713 0.0 0.0 0.0 0.000
H -6.9591 -1.5484 -1.0678 0.0 0.0 0.0 0.000
H -5.6643 -2.7120 -0.7473 0.0 0.0 0.1 0.000
H -7.1101 -3.2113 -1.6456 0.0 0.0 0.0 0.000
H -4.5142 -3.0114 -4.3064 0.1 0.0 0.0 0.000
H -5.6217 -4.0809 -3.4369 0.0 0.0 0.0 0.000
H -4.1454 -3.4950 -2.6398 0.0 -0.1 0.0 0.000
H -3.4004 -5.6039 -2.1076 0.0 0.0 0.0 0.000
H -3.5401 -7.0582 -1.1168 0.0 0.0 0.0 0.000
H -2.0257 -6.7072 -1.9499 0.0 0.0 0.0 0.000
H -4.1807 -4.2538 -0.0794 -0.1 0.0 0.0 0.000
H -3.3216 -4.3984 1.4570 -0.1 0.1 0.0 0.000
H -4.2814 -5.7628 0.8492 0.0 0.0 0.0 0.000
H -0.7678 -6.8705 0.2527 0.0 0.0 0.0 0.000
H -2.2694 -7.2041 1.1116 0.0 0.0 0.0 0.000
H -1.2463 -5.8558 1.6226 0.0 0.0 0.0 0.000
C -0.7800 4.7371 1.6291 0.1 -0.1 0.2 0.002
O -0.9054 5.3386 0.3432 0.0 0.1 0.1 0.002
C 0.1964 5.6725 -0.3304 -0.2 -0.1 -0.5 0.003
O 0.1217 6.2802 -1.3673 0.0 0.0 0.2 0.000
C 1.5041 4.9606 -0.0791 -0.2 0.4 0.5 0.032
C 2.5952 5.6000 0.3833 -0.2 -0.4 -0.4 -0.011
As 4.4494 5.2004 -0.2538 0.1 0.2 -0.5 -0.002
C 4.1336 6.3027 -1.8746 0.0 -0.1 -0.1 0.057
C 4.1080 3.4277 -0.9732 -0.6 0.3 0.3 0.586
C 3.1619 2.6819 -0.1197 0.6 -0.8 0.1 0.024
As 1.2624 3.1231 -0.6902 1.1 0.3 -0.3 0.136
C 1.1682 3.4891 -2.6015 0.2 0.0 -0.2 0.033
C 3.2319 3.0238 1.3616 0.1 0.2 0.5 -0.019
O 4.2199 3.4195 1.9281 0.0 -0.1 -0.2 0.002
O 2.0793 2.7843 1.9849 -0.1 0.0 -0.2 -0.023
C 2.0812 2.9760 3.4017 0.1 0.1 0.2 0.000
C 4.2764 2.8961 -2.3314 0.2 -0.4 -0.3 0.017
O 3.5450 2.0151 -2.7363 0.1 0.1 0.1 0.124
O 5.1942 3.3681 -3.1836 0.0 0.2 0.1 0.010
C 6.3466 4.1026 -2.7820 0.2 0.0 0.1 0.003
C 2.2436 6.8628 1.1433 -0.4 0.2 0.1 0.003
O 1.0835 7.1907 1.2484 0.2 -0.1 -0.1 0.002
O 3.1289 7.5977 1.8053 0.1 0.1 0.0 0.000
C 4.5405 7.4104 1.8334 0.2 -0.1 0.0 0.003
H -1.6391 5.0701 2.2063 0.0 0.0 0.0 0.000
H 0.1322 5.0680 2.1269 0.0 0.0 0.0 0.001
H -0.7887 3.6452 1.5415 0.0 0.1 0.0 0.009
H 3.6089 7.2063 -1.5656 0.0 0.0 0.0 -0.003
H 3.5102 5.7761 -2.5946 0.0 0.0 0.0 -0.012
H 5.0723 6.5889 -2.3443 0.0 0.0 0.1 -0.001
H 2.0160 4.0591 -2.9724 0.0 0.0 0.1 0.002
H 0.2561 4.0697 -2.7493 0.0 0.0 0.1 0.005
H 1.1065 2.5463 -3.1418 0.0 0.0 0.0 -0.008
H 1.0396 2.9742 3.7077 0.0 0.0 0.0 0.000
H 2.5556 3.9226 3.6567 0.0 0.0 0.0 0.000
H 2.6239 2.1647 3.8865 0.0 0.0 0.0 0.001
H 6.4941 4.8962 -3.5114 0.0 0.0 0.0 0.000
H 7.2089 3.4360 -2.7943 0.0 0.0 0.0 0.001
H 6.2586 4.5346 -1.7847 0.1 -0.1 -0.1 -0.004
H 4.9015 8.1458 2.5473 0.0 0.0 0.0 0.001
H 4.9885 7.6100 0.8573 0.0 0.1 0.1 0.000
H 4.8223 6.4116 2.1693 -0.1 0.1 0.0 -0.004
S 9.1174 0.6668 0.4763 0.0 0.0 0.0 0.005
C 7.5124 0.3589 0.3670 -0.1 0.4 -0.1 0.014
S 6.3638 1.6668 -0.0012 0.0 -0.6 0.2 0.012
C 5.0471 0.5206 0.1719 0.8 0.6 0.0 0.015
N 5.4357 -0.6639 0.4483 -0.7 -0.3 0.0 -0.002
N 6.7923 -0.7820 0.5367 0.1 0.3 -0.2 0.001
C 7.2821 -2.1077 0.7668 0.0 -0.3 0.1 0.001
C 8.5469 -2.5103 0.3559 0.0 0.1 -0.1 -0.001
C 8.9576 -3.8148 0.5834 -0.1 0.0 0.0 0.000
C 8.1215 -4.7176 1.2183 0.0 -0.1 -0.1 0.000
C 6.8528 -4.3161 1.6086 0.0 0.0 0.0 0.000
C 6.4278 -3.0177 1.3862 0.0 0.1 0.1 0.000
S 3.3421 0.8326 -0.0355 -0.4 0.0 -0.3 0.058
H 9.2089 -1.8221 -0.1387 0.0 0.1 0.0 0.000
H 9.9380 -4.1227 0.2466 0.0 0.0 0.0 0.000
H 8.4511 -5.7324 1.3953 0.0 0.0 0.0 0.000
H 6.1824 -5.0192 2.0845 0.0 0.0 0.0 0.000
H 5.4408 -2.7020 1.6877 0.0 0.0 0.0 0.000